This record from the Open Molecules 2025 dataset describes a 7-piece molecular cluster, C5H23NO7 overall at a distorted geometry. The level of theory is ωB97M-V/def2-TZVPD.

Cartesian coordinates (Å):
C: 0.113 -0.988 -1.287
C: 0.203 0.546 -1.395
C: 1.325 1.005 -2.310
C: -1.149 1.033 -1.901
C: 1.324 -1.554 -0.581
N: 1.271 -1.749 0.714
O: 2.377 -1.790 -1.216
H: -0.780 -1.302 -0.741
H: 0.032 -1.411 -2.292
H: 0.355 0.964 -0.396
H: 1.214 0.592 -3.314
H: 1.345 2.087 -2.432
H: 2.305 0.666 -1.958
H: -1.949 0.821 -1.190
H: -1.443 0.582 -2.852
H: -1.145 2.109 -2.069
H: 2.030 -2.251 1.159
H: 0.356 -1.756 1.205
H: 2.240 -1.708 -3.139
H: 2.952 -2.149 -4.426
O: 2.142 -1.734 -4.099
H: -3.069 0.801 1.868
H: -1.787 0.988 2.756
O: -2.476 0.344 2.499
H: 2.670 2.543 2.104
H: 2.317 1.064 2.322
O: 2.204 1.943 2.696
H: 0.432 2.088 3.058
H: -0.670 3.085 3.494
O: -0.522 2.167 3.252
H: -4.590 0.684 0.072
H: -3.892 2.005 -0.207
O: -4.181 1.437 0.523
H: -1.741 -0.920 1.775
H: -1.628 -2.425 2.125
O: -1.330 -1.783 1.469

Computed properties:
Charge: +1
Kohn-Sham gap (spin up / spin down): 10.6 / 5.4 eV
Energy above the lowest of the compared OMol25 structures with the same formula, charge and spin: 0.00 kcal/mol
2S+1: 2
Expectation value of S²: 0.755
Total energy: -21373.65826 eV
Molar mass: 209.2 u
HOMO energy (spin up / spin down): -14.05 / -14.05 eV

---

This record from the Open Molecules 2025 dataset describes a 4-piece molecular cluster, C4H13NO3 overall at a distorted geometry. The level of theory is ωB97M-V/def2-TZVPD.

Cartesian coordinates (Å):
C: 2.714 3.396 1.270
C: 1.380 3.462 1.181
C: 0.393 2.394 1.071
C: 0.528 1.354 0.259
N: -0.471 0.440 -0.103
H: 3.378 4.214 1.035
H: 3.128 2.495 1.711
H: 0.972 4.476 1.152
H: -0.478 2.609 1.687
H: 1.408 1.300 -0.361
H: -0.634 0.342 -1.100
H: -1.388 0.785 0.172
O: -1.519 -2.435 -0.959
H: -1.348 -3.035 -0.220
H: -0.874 -1.837 -0.517
O: 0.633 -5.482 0.255
H: 1.129 -6.054 0.850
H: -0.178 -5.973 0.094
O: -3.037 -0.475 -2.432
H: -3.426 -1.067 -3.071
H: -2.308 -0.909 -1.976

Computed properties:
SMILES string: C=C/C=C/N.O.O.O
Kohn-Sham gap: 8.9 eV
Energy above the lowest of the compared OMol25 structures with the same formula, charge and spin: 66.73 kcal/mol
Total energy: -11989.57748 eV
Molar mass: 123.2 u
HOMO energy: -8.28 eV